Arrangement w

Molecular formula: C6H29NO9
Method: DFT, ωB97M-V/def2-TZVPD

Its LUMO energy is 0.05 eV. The value obtained for the HOMO energy is -10.2 eV. The structure (SMILES) is CCC(=O)N(C)CC.O.O.O.O.O.O.O.O. The calculation puts the orbital gap at 10.28 eV. Its net charge is 0.

Each line ends with the Löwdin charge.
CARTESIAN COORDINATES (ANGSTROEM)
C1 -1.795 0.484 -0.735  -0.0509
C2 -0.410 -0.130 -0.451  -0.1210
C3 0.012 0.253 0.944  -0.4274
O1 -0.791 0.136 1.882  -0.0437
N1 1.256 0.801 1.153  -0.0711
C4 1.387 1.577 2.401  -0.0132
C5 2.205 1.092 0.100  -0.2425
C6 2.212 2.538 -0.358  -0.0580
H1 -1.599 1.296 -1.443  0.0554
H2 -2.450 0.696 0.111  0.0697
H3 -2.358 -0.278 -1.272  0.0775
H4 -0.553 -1.211 -0.246  0.0995
H5 0.352 0.068 -1.212  0.1070
H6 0.574 1.334 3.090  0.0870
H7 1.379 2.647 2.165  0.0853
H8 2.300 1.329 2.952  0.0964
H9 3.201 0.695 0.401  0.1249
H10 2.229 0.362 -0.702  0.0844
H11 1.608 3.204 0.251  0.0605
H12 1.849 2.674 -1.382  0.0801
H13 3.181 3.018 -0.384  0.0725
O2 1.415 -2.262 -2.362  -0.0811
H14 0.611 -2.280 -1.820  -0.0237
H15 2.065 -1.835 -1.779  -0.0001
O3 -0.719 -3.402 -1.137  -0.0544
H16 -0.812 -4.239 -1.608  0.0702
H17 -0.686 -3.610 -0.195  0.0135
O4 2.640 -1.719 0.070  -0.0424
H18 2.013 -2.071 0.718  0.0614
H19 3.153 -2.507 -0.150  0.0784
O5 -0.558 -3.437 1.841  -0.0508
H20 -1.495 -3.170 1.805  0.0177
H21 -0.098 -2.595 1.846  0.0168
O6 -0.767 -0.817 -4.406  -0.0610
H22 0.066 -1.060 -3.969  0.0116
H23 -1.265 -0.572 -3.617  0.0111
O7 -2.263 2.441 1.809  -0.0595
H24 -2.559 2.727 2.674  0.0374
H25 -1.544 1.812 2.001  -0.0062
O8 -2.749 -1.813 1.853  -0.0569
H26 -3.581 -1.359 1.741  0.0536
H27 -2.004 -1.203 1.999  0.0076
O9 -1.455 3.701 -1.760  -0.0576
H28 -2.185 3.087 -1.896  0.0262
H29 -1.009 3.598 -0.922  0.0159

***

Arrangement x

Molecular formula: C6H29NO9
Method: DFT, ωB97M-V/def2-TZVPD

Its LUMO energy is 0.06 eV. The value obtained for the HOMO energy is -9.1 eV. The structure (SMILES) is CCN(CC)C(C)=O.O.O.O.O.O.O.O.O. The calculation puts the orbital gap at 9.13 eV. Its net charge is 0.

Each line ends with the Löwdin charge.
CARTESIAN COORDINATES (ANGSTROEM)
C1 -0.189 2.098 2.409  -0.0684
C2 -1.399 1.506 1.728  -0.1847
N1 -1.289 1.051 0.324  -0.0500
C3 -0.515 -0.111 -0.082  -0.2182
C4 1.022 0.063 0.228  -0.0300
C5 -1.906 1.830 -0.646  -0.4662
C6 -2.054 1.338 -2.075  0.0110
O1 -2.323 2.929 -0.311  0.0285
H1 0.014 3.103 2.044  0.0720
H2 -0.440 2.159 3.464  0.0833
H3 0.696 1.472 2.484  0.0439
H4 -2.289 2.139 1.687  0.1244
H5 -1.811 0.689 2.312  0.0847
H6 -0.967 -1.049 0.263  0.0781
H7 -0.728 -0.303 -1.139  0.0716
H8 1.013 1.178 0.173  0.0899
H9 1.153 -0.286 1.240  0.0365
H10 1.432 -0.599 -0.532  0.0587
H11 -1.138 1.510 -2.648  0.0954
H12 -2.948 1.819 -2.482  0.0915
H13 -2.283 0.280 -2.167  0.0576
O2 -1.331 -2.347 -2.028  -0.0619
H14 -2.054 -2.046 -1.453  0.0378
H15 -1.836 -3.031 -2.492  0.0716
O3 1.320 -2.630 -2.923  -0.0649
H16 1.711 -3.458 -2.640  0.0265
H17 0.381 -2.609 -2.688  -0.0039
O4 2.183 3.334 1.006  -0.0519
H18 1.670 4.099 0.732  0.0596
H19 2.226 3.302 1.962  0.0265
O5 2.705 -0.050 -3.061  -0.0653
H20 2.361 -0.873 -2.695  -0.0181
H21 1.978 0.571 -3.004  0.0173
O6 -1.018 -1.373 2.547  -0.0411
H22 -1.197 -0.475 2.835  0.0152
H23 -0.155 -1.630 2.888  0.0716
O7 -2.816 -2.741 0.854  -0.0540
H24 -3.162 -3.573 1.157  0.0325
H25 -2.079 -2.379 1.356  -0.0174
O8 2.581 -3.308 -0.570  -0.0379
H26 2.383 -2.696 0.142  0.0266
H27 3.128 -4.027 -0.261  0.0421
O9 3.110 0.880 2.454  -0.0450
H28 3.289 0.236 1.767  0.0353
H29 2.983 1.745 2.075  -0.0109

***

Verdict on stability: arrangement x comes out at the bottom.

***

Arrangement w

Molecular formula: C3H7NSi
Method: DFT, ωB97M-V/def2-TZVPD

Its LUMO energy is 1.05 eV. The value obtained for the HOMO energy is -9.7 eV. The structure (SMILES) is [H]/N=C/C=C/[SiH3]. The calculation puts the orbital gap at 10.76 eV. Its net charge is 0.

Each line ends with the Löwdin charge.
CARTESIAN COORDINATES (ANGSTROEM)
H1 -3.927 0.017 -0.120  0.0508
N1 -3.000 0.433 -0.031  0.0589
C1 -2.052 -0.367 0.029  -0.1983
C2 -0.448 0.292 0.156  -0.1348
C3 0.630 -0.440 -0.026  -0.3416
Si1 2.372 0.286 -0.027  0.6309
H2 -2.044 -1.458 0.005  0.0881
H3 -0.485 1.348 0.337  0.0631
H4 0.519 -1.500 -0.217  0.0461
H5 2.297 1.725 0.215  -0.0804
H6 2.967 0.024 -1.338  -0.0904
H7 3.171 -0.360 1.016  -0.0927

***

Arrangement x

Molecular formula: C3H7NSi
Method: DFT, ωB97M-V/def2-TZVPD

Its LUMO energy is 0.32 eV. The value obtained for the HOMO energy is -9.2 eV. The calculation puts the orbital gap at 9.55 eV. Its net charge is 0.

Each line ends with the Löwdin charge.
CARTESIAN COORDINATES (ANGSTROEM)
C1 -2.500 -0.121 -0.073  -0.3687
C2 0.197 -1.885 0.112  -0.1613
C3 -0.135 1.776 0.302  -0.2348
N1 -3.564 -0.340 0.295  0.0723
Si1 -0.787 0.277 -0.644  0.7241
H1 0.560 -2.229 -0.969  0.0102
H2 0.903 -1.831 0.930  -0.0495
H3 -0.698 -2.579 0.463  0.0163
H4 -0.693 2.017 1.139  -0.0010
H5 0.876 1.667 0.631  0.0163
H6 0.082 2.687 -0.264  0.0318
H7 -0.413 0.059 -2.017  -0.0556

***

Verdict on stability: arrangement w comes out at the bottom.

***

Arrangement w

Molecular formula: C3H6N5
Method: DFT, ωB97M-V/def2-TZVPD

Its LUMO energy is -4.91 eV. The value obtained for the HOMO energy is -13.8 eV. The structure (SMILES) is NC(=[NH2+])n1cnnc1. The calculation puts the orbital gap at 8.90 eV. Its net charge is +1.

Each line ends with the Löwdin charge.
CARTESIAN COORDINATES (ANGSTROEM)
N1 -0.191 -1.326 -0.475  0.2581
C1 0.196 -0.179 0.041  -0.2199
N2 1.437 0.128 0.438  0.2500
N3 -0.925 0.871 -0.024  0.0313
C2 -2.261 0.784 0.408  -0.1066
N4 -2.779 1.979 0.291  0.0352
N5 -1.896 2.854 -0.187  0.0540
C3 -0.807 2.189 -0.390  -0.1666
H1 -0.912 -1.752 -1.027  0.1631
H2 0.551 -1.969 -0.250  0.1403
H3 1.570 1.101 0.715  0.1453
H4 2.212 -0.441 0.747  0.1555
H5 -2.931 -0.032 0.457  0.1192
H6 0.111 2.751 -0.614  0.1410

***

Arrangement x

Molecular formula: C3H6N5
Method: DFT, ωB97M-V/def2-TZVPD

Its LUMO energy is -3.44 eV. The value obtained for the HOMO energy is -14.5 eV. The calculation puts the orbital gap at 11.07 eV. Its net charge is +1.

Each line ends with the Löwdin charge.
CARTESIAN COORDINATES (ANGSTROEM)
C1 1.814 0.894 -0.130  -0.0365
C2 2.346 -0.379 -0.054  -0.0461
C3 -2.351 -0.013 0.050  -0.2568
N1 0.462 0.740 0.063  -0.0341
N2 1.296 -1.146 -0.011  0.0369
N3 0.145 -0.506 0.174  0.0268
N4 -2.017 1.152 0.198  0.2035
N5 -2.718 -1.130 0.047  0.2858
H1 2.180 1.972 -0.264  0.1525
H2 3.326 -0.828 0.031  0.1433
H3 -0.903 1.281 0.203  0.0921
H4 -2.640 1.930 -0.071  0.1782
H5 1.346 -2.089 0.192  0.1477
H6 -2.287 -1.879 -0.428  0.1069

***

Verdict on stability: arrangement x comes out at the bottom.

***

Arrangement w

Molecular formula: C2H2N2O2
Method: DFT, ωB97M-V/def2-TZVPD

Its LUMO energy is 0.65 eV. The value obtained for the HOMO energy is -10.1 eV. The structure (SMILES) is O=c1nco[nH]1. The calculation puts the orbital gap at 10.77 eV. Its net charge is 0.

Each line ends with the Löwdin charge.
CARTESIAN COORDINATES (ANGSTROEM)
O1 -0.905 -1.976 -0.615  0.0746
C1 -0.475 -0.916 -0.228  -0.5248
N1 -1.007 -0.050 0.770  0.1822
C2 -0.212 0.951 0.788  -0.1723
O2 0.846 0.943 -0.041  0.0242
N2 0.664 -0.258 -0.692  0.1017
H1 -0.291 1.854 1.373  0.1391
H2 1.380 -0.549 -1.354  0.1753

***

Arrangement x

Molecular formula: C2H2N2O2
Method: DFT, ωB97M-V/def2-TZVPD

Its LUMO energy is 0.62 eV. The value obtained for the HOMO energy is -10.4 eV. The calculation puts the orbital gap at 11.00 eV. Its net charge is 0.

Each line ends with the Löwdin charge.
CARTESIAN COORDINATES (ANGSTROEM)
O1 1.922 0.581 -0.134  0.1593
C1 0.728 0.041 -0.009  -0.5249
N1 -0.357 0.736 -0.161  0.1432
C2 -1.296 -0.220 0.052  -0.2062
N2 -0.848 -1.414 0.317  0.0987
O2 0.558 -1.232 0.275  0.0707
H1 1.641 1.493 -0.340  0.1400
H2 -2.348 0.015 0.000  0.1193

***

Verdict on stability: arrangement w comes out at the bottom.